Formula: C5H6Cl2N2
Source: the Open Molecules 2025 dataset
Level of theory: wB97M-V/def2-TZVPD

Cartesian coordinates (Å):
H -0.5039 -2.4132 -1.3242
N -0.0316 -1.6201 -1.8294
C -0.4461 -0.4795 -1.4976
C -1.5042 -0.2223 -0.3841
C -1.1901 0.3980 0.7517
C 0.1030 0.9087 1.1809
Cl 0.2571 2.6852 0.6091
C 1.2808 0.1573 0.6792
Cl 1.2944 -1.4963 1.4234
N 2.1595 0.5237 -0.1005
H 2.8183 -0.1132 -0.3622
H -0.1489 0.4475 -2.0272
H -2.4551 -0.5425 -0.6550
H -2.1700 0.6170 1.3501
H 0.5368 1.1498 2.1857

Forces on the atoms, in the same order (eV/Å):
0.62 1.15 -0.20
-0.30 -0.83 -0.27
-1.57 0.36 1.08
3.88 0.43 -1.01
-4.33 -0.18 1.35
2.49 2.47 0.22
-0.26 -0.54 -0.16
0.50 -1.48 -0.57
-0.07 0.39 -0.08
-2.15 2.60 0.39
2.29 -2.25 -0.57
0.35 -0.67 0.22
-1.76 -0.30 0.00
2.33 -0.24 -0.45
-2.03 -0.90 0.07

Output
- Frontier orbital gap: 0.370 hartree
- LUMO level: 0.164 eV
- SMILES: [H]/N=C\C=C/[C@H](Cl)/C(Cl)=N/[H]

Formula: C2H3ClN2
Source: the Open Molecules 2025 dataset
Level of theory: wB97M-V/def2-TZVPD

Cartesian coordinates (Å):
C -1.8761 0.1824 -2.4777
C -0.3408 0.2751 0.2025
N -1.2301 0.2636 -0.5746
N 0.4386 0.2204 1.1590
Cl -2.9559 1.2328 -2.7384
H -1.5004 -0.8758 -2.8834
H 1.0512 -0.5874 1.0535
H 0.3033 1.0555 1.8111

Forces on the atoms, in the same order (eV/Å):
1.65 -1.69 3.40
-2.75 0.23 -3.04
-1.11 -0.64 -3.44
0.44 1.42 1.46
0.17 -0.03 -0.31
-0.55 2.19 0.66
0.79 0.22 1.47
1.36 -1.70 -0.21

Output
- Frontier orbital gap (spin up / spin down): 0.265 / 0.265 hartree
- LUMO level (spin up / spin down): -13.614 / -13.616 eV
- Net charge: +2

Formula: C35H26AuClIN4O2P
Source: the Open Molecules 2025 dataset
Level of theory: wB97M-V/def2-TZVPD

Cartesian coordinates (Å):
Au 0.6832 0.2419 0.3999
N 1.9373 -3.8199 0.6020
C 3.2005 -3.2805 0.5029
C 3.0276 -1.9397 0.3999
N 1.6748 -1.6499 0.4427
C 1.0687 -2.8073 0.5593
C -1.0812 -2.6595 -0.3690
N -1.2975 -1.2503 -0.4657
C -2.5519 -1.0085 -0.3711
C -3.2869 -2.2560 -0.1222
N -2.4215 -3.2026 -0.0840
H 1.6943 -4.7971 0.6532
H 4.0879 -3.8866 0.5239
H 3.7639 -1.1627 0.3057
H -2.9659 -0.0110 -0.4671
H -4.3493 -2.4210 0.0070
H -2.5896 -4.1717 0.1718
I -1.4563 0.7423 2.8426
C -0.2383 2.2262 3.6956
C -0.0223 2.0537 5.0331
C 0.5801 3.0712 5.7955
C 0.8577 4.2615 5.2021
C 0.6275 4.4632 3.8194
C 0.8418 5.7534 3.2792
C 0.6121 6.0093 1.9643
C 0.2807 4.9414 1.1162
C 0.0935 3.6564 1.5766
P 0.0197 2.4495 0.1993
C -1.6581 2.5311 -0.4865
C -2.7062 3.1331 0.2006
C -3.9899 3.1156 -0.3336
C -4.2293 2.5049 -1.5554
C -3.1845 1.9011 -2.2489
C -1.9066 1.9094 -1.7131
C 1.1255 3.1503 -1.0715
C 0.6676 3.8683 -2.1719
C 1.5708 4.3811 -3.0944
C 2.9316 4.1892 -2.9166
C 3.3948 3.4830 -1.8124
C 2.4968 2.9599 -0.8983
C 0.1528 3.4023 2.9897
H -0.3521 1.1478 5.5218
H 0.7599 2.9151 6.8499
H 1.2495 5.0874 5.7816
H 1.1773 6.5389 3.9444
H 0.7366 7.0032 1.5580
H 0.2243 5.1409 0.0544
H -2.5246 3.6154 1.1528
H -4.8005 3.5904 0.2026
H -5.2258 2.5111 -1.9768
H -3.3684 1.4398 -3.2112
H -1.0864 1.4487 -2.2536
H -0.3920 4.0432 -2.3114
H 1.2084 4.9405 -3.9465
H 3.6335 4.5923 -3.6341
H 4.4572 3.3402 -1.6675
H 2.8610 2.4117 -0.0361
Cl -1.5437 -1.4338 -7.2590
C -1.2883 -1.9771 -5.6548
C -0.8760 -1.0697 -4.6846
C -0.6818 -1.5004 -3.3872
C -0.8804 -2.8455 -3.0598
C -1.2546 -3.7555 -4.0570
C -1.4797 -3.3205 -5.3457
C -0.6023 -3.4090 -1.7360
O -0.1726 -4.5012 -1.5052
O -0.2699 -3.0242 0.6961
H -0.6961 -0.0392 -4.9587
H -0.3218 -0.8007 -2.6491
H -1.3778 -4.8014 -3.8084
H -1.7894 -4.0123 -6.1161

Forces on the atoms, in the same order (eV/Å):
0.64 0.64 0.26
0.03 -0.02 0.01
0.02 0.04 0.04
0.04 0.07 -0.01
-0.44 -0.09 0.00
0.04 -0.06 -0.04
0.20 0.12 -0.14
-0.46 -0.29 -0.35
0.27 0.13 -0.09
-0.08 -0.14 -0.04
0.02 0.01 0.28
-0.02 0.00 -0.01
0.00 -0.01 -0.01
0.00 0.00 0.00
-0.10 -0.08 0.05
0.00 0.03 0.03
-0.01 -0.07 -0.19
-0.15 -0.11 0.11
0.03 -0.03 -0.21
0.04 0.06 0.04
-0.02 -0.08 0.02
0.00 0.05 -0.02
-0.01 -0.05 -0.01
0.02 0.02 0.00
-0.01 0.03 0.00
0.03 -0.03 0.03
-0.04 -0.04 -0.05
0.23 -0.18 -0.11
-0.03 -0.07 -0.05
0.00 0.00 -0.03
0.00 0.00 0.02
-0.01 -0.01 0.00
0.01 0.03 -0.03
0.04 0.05 0.00
-0.11 0.00 0.01
-0.05 0.03 0.00
-0.01 0.00 0.00
0.01 -0.01 0.03
0.00 0.01 -0.02
-0.01 -0.01 0.03
0.01 -0.02 0.11
0.01 0.00 0.01
0.00 0.00 0.00
0.00 0.01 -0.01
-0.01 -0.01 0.01
0.01 -0.01 -0.01
0.01 0.02 0.01
0.00 0.02 -0.01
0.00 0.01 0.00
-0.01 0.00 0.00
0.01 0.00 -0.01
-0.01 -0.01 -0.02
0.00 0.00 -0.01
-0.01 -0.01 0.00
0.00 0.00 0.00
0.00 0.00 0.01
0.01 -0.02 -0.02
-0.01 0.01 -0.02
0.01 -0.01 0.01
0.01 0.03 0.02
-0.05 -0.06 0.03
0.14 0.04 0.00
-0.02 0.00 0.03
-0.01 -0.02 -0.01
-0.35 0.04 0.11
0.04 -0.06 0.01
0.06 0.06 0.08
0.00 -0.01 0.00
0.01 0.08 0.12
0.02 0.00 0.00
0.00 0.01 -0.01

Output
- Frontier orbital gap: 0.164 hartree
- LUMO level: -8.149 eV
- Net charge: +2

Formula: C11H18N
Source: the Open Molecules 2025 dataset
Level of theory: wB97M-V/def2-TZVPD

Cartesian coordinates (Å):
C -1.4320 0.5710 -2.1116
C -0.4858 0.1660 -1.0254
C -0.2280 -1.0369 -0.4506
C -0.7758 -2.3870 -0.9843
C 0.8709 -0.8698 0.5567
C 1.1953 -1.8040 1.6952
C 2.0776 -0.3550 -0.1700
C 1.7356 0.7910 -0.7320
C 0.3206 1.1965 -0.2653
C -0.2025 2.5822 -0.3643
N 0.3188 0.5535 1.0694
C -0.9524 0.5428 1.8233
H -2.4167 1.0708 -1.6986
H -1.6519 -0.1600 -2.8068
H -0.9667 1.3098 -2.7187
H 0.0223 -2.8372 -1.5572
H -1.5145 -2.1749 -1.7245
H -1.1933 -3.0193 -0.1536
H 0.3070 -1.9662 2.2056
H 1.8336 -1.4145 2.5171
H 1.5437 -2.8495 1.3315
H 3.1504 -0.7241 -0.0357
H 2.3030 1.4639 -1.3098
H -1.1548 2.4710 0.1463
H -0.2896 3.0701 -1.2988
H 0.3168 3.2017 0.3970
H 1.0020 0.8861 1.7380
H -1.6764 0.1280 1.1432
H -0.8854 0.0006 2.7457
H -1.1721 1.5935 2.0383

Forces on the atoms, in the same order (eV/Å):
-1.06 1.87 2.20
-1.21 -1.80 1.01
-1.76 -0.99 -2.51
0.68 1.19 1.62
0.37 0.94 1.00
0.68 -1.42 -0.50
2.41 0.49 0.02
0.15 0.90 1.09
0.92 -1.17 -2.54
0.19 0.19 3.59
0.58 -1.33 1.68
-0.20 1.00 -0.77
1.84 -1.10 -0.73
-0.76 -1.94 -0.98
0.46 1.01 -0.41
0.35 -0.74 0.26
-0.84 0.12 -0.21
0.57 0.38 -1.01
-1.95 -0.81 0.99
0.28 0.00 -1.11
-0.34 1.98 0.51
-1.91 0.12 -0.56
0.78 0.55 -0.54
-0.75 0.52 -0.64
0.09 0.10 -0.91
0.20 0.13 -0.86
0.72 0.62 -0.29
-0.55 -0.13 0.18
0.26 -0.38 0.30
-0.20 -0.28 0.13

Output
- Frontier orbital gap: 0.341 hartree
- LUMO level: -3.159 eV
- SMILES: CC1=C(C)[C@@]2(C)C=C[C@]1(C)[N@H+]2C
- Net charge: +1

Formula: C5H9INO2P
Source: the Open Molecules 2025 dataset
Level of theory: wB97M-V/def2-TZVPD

Cartesian coordinates (Å):
C -0.4127 1.4167 -0.2984
C -0.7155 0.1265 -0.5491
C 1.0358 1.6153 -0.3100
C 0.5883 -0.6157 -0.8949
C 1.6460 0.2487 -0.2419
N 1.9507 -0.1625 1.1353
O -1.3735 -2.0412 1.7318
O -2.5052 -1.8392 -1.5288
P -2.2648 -0.8863 -0.4648
I -4.1732 0.2764 0.3848
H -1.1500 2.2101 -0.2787
H 1.2063 2.2812 -1.3196
H 1.3665 2.2637 0.5280
H 0.5939 -1.5849 -0.4218
H 0.8214 -0.7474 -1.8975
H 2.6662 0.2589 -0.6287
H 1.0758 0.1765 1.6447
H 1.9301 -1.1672 1.2305
H -2.2861 -1.8297 2.1791

Forces on the atoms, in the same order (eV/Å):
-2.02 -1.22 -0.32
-0.01 -0.37 -0.43
0.75 3.51 -1.32
-0.51 -0.60 2.22
1.62 -0.51 0.19
-2.61 1.93 1.35
-3.65 2.10 -1.48
-0.17 -0.43 -0.34
2.59 0.34 2.56
0.33 -0.07 -0.04
0.07 0.05 0.56
0.25 -1.76 2.20
-0.08 -0.21 -0.46
0.00 -0.55 0.00
-0.28 -0.10 -2.21
-0.41 -0.22 -1.24
1.57 -0.99 -0.08
-0.02 -0.21 -0.13
2.55 -0.69 -1.04

Output
- Frontier orbital gap (spin up / spin down): 0.287 / 0.285 hartree
- LUMO level (spin up / spin down): -1.797 / -1.789 eV

Formula: C27H36AuGeNSe
Source: the Open Molecules 2025 dataset
Level of theory: wB97M-V/def2-TZVPD

Cartesian coordinates (Å):
Au -0.2168 0.1190 -0.1604
N -0.3396 -0.2396 2.0017
C 0.7555 -0.6487 2.8507
C 0.4128 -1.1384 4.1078
C 1.3723 -1.6123 4.9785
C 2.6949 -1.6144 4.5617
C 3.0265 -1.1209 3.3154
C 2.0810 -0.5829 2.4239
C 2.5875 -0.0832 1.1006
C 3.9212 0.3557 1.0925
C 4.6300 0.5474 -0.0786
C 4.0075 0.2630 -1.2817
C 2.6544 -0.0420 -1.2838
C 1.8830 -0.1393 -0.1239
H -1.0812 -0.9344 2.0270
H -0.7939 0.6098 2.3329
H -0.6340 -1.1497 4.3897
H 1.0907 -1.9940 5.9506
H 3.4710 -2.0185 5.1983
H 4.0574 -1.1886 3.0018
H 4.4221 0.5451 2.0326
H 5.6586 0.8831 -0.0435
H 4.5477 0.3301 -2.2182
H 2.1927 -0.1734 -2.2565
C 2.5625 4.7232 1.2662
C 2.9072 4.7047 -0.2175
C 1.7057 4.5198 -1.1429
C 1.0795 3.1172 -1.0876
Ge -0.2786 2.7632 0.2851
C -1.7370 4.0962 0.2926
C -1.4011 5.4866 0.8403
C -1.1129 5.4853 2.3376
C -0.7947 6.8746 2.8734
H 3.4301 4.9950 1.8690
H 2.2251 3.7458 1.6136
H 1.7742 5.4502 1.4772
H 3.6270 3.9034 -0.4133
H 3.4087 5.6391 -0.4832
H 2.0392 4.6882 -2.1708
H 0.9654 5.2977 -0.9467
H 1.8674 2.3713 -0.9808
H 0.5722 2.9018 -2.0308
H 0.2595 2.4988 1.7043
H -2.5361 3.6481 0.8804
H -2.0988 4.1426 -0.7364
H -2.2505 6.1530 0.6524
H -0.5579 5.9360 0.3104
H -0.2801 4.8104 2.5567
H -1.9789 5.0707 2.8631
H 0.0814 7.2950 2.3736
H -0.5898 6.8566 3.9442
H -1.6282 7.5592 2.7035
C -0.3679 0.2946 -2.2237
C -0.8376 -1.0037 -2.7976
C 0.0761 -1.9751 -3.2042
C -0.3549 -3.1658 -3.7711
C -1.7097 -3.4020 -3.9480
C -2.6291 -2.4386 -3.5520
C -2.1975 -1.2553 -2.9775
H -1.0467 1.1117 -2.4462
H 0.6299 0.5456 -2.5774
H 1.1390 -1.8038 -3.0752
H 0.3720 -3.9073 -4.0779
H -2.0487 -4.3299 -4.3906
H -3.6892 -2.6139 -3.6863
H -2.9132 -0.5159 -2.6393
Se -2.4540 0.8804 0.0534

Forces on the atoms, in the same order (eV/Å):
1.20 -1.19 -0.27
-0.05 0.06 -0.08
-0.02 0.00 0.00
-0.02 -0.02 -0.03
0.02 0.00 -0.01
-0.01 0.00 0.00
0.00 0.01 -0.02
0.01 0.00 0.01
-0.01 -0.03 0.01
-0.01 -0.01 0.00
-0.01 -0.02 0.00
-0.02 0.05 0.01
0.01 0.06 -0.14
0.02 -0.21 0.00
0.00 -0.04 0.04
0.06 0.04 0.02
0.00 0.00 0.00
0.00 0.00 0.00
0.00 0.00 0.00
0.01 0.01 -0.01
-0.01 0.00 0.01
-0.01 -0.01 0.00
0.01 0.00 0.01
0.10 0.01 0.18
0.01 -0.01 0.01
-0.01 0.00 -0.03
0.02 -0.02 0.00
0.01 -0.12 -0.03
-1.63 0.22 0.14
0.36 0.31 0.09
-0.13 0.01 0.01
0.00 0.00 0.00
0.00 0.01 0.00
0.00 -0.01 0.00
-0.03 -0.03 0.00
-0.02 0.01 0.00
0.01 0.00 -0.01
-0.02 0.02 0.01
0.01 -0.03 0.00
-0.03 0.02 0.01
-0.01 -0.03 -0.02
-0.01 0.02 0.01
0.09 -0.01 -0.01
-0.01 -0.01 0.00
0.01 0.02 -0.01
0.00 0.01 0.01
0.04 -0.01 -0.01
0.02 -0.01 -0.01
0.00 0.01 0.00
0.00 0.00 0.00
0.00 0.00 0.00
0.00 0.00 0.00
0.33 -0.09 0.05
0.00 0.03 -0.09
0.03 -0.04 0.02
0.01 0.01 0.01
-0.01 0.00 0.00
-0.02 -0.02 0.01
0.01 0.01 0.03
-0.11 -0.06 0.04
-0.22 0.06 -0.02
-0.05 -0.01 0.00
0.00 0.00 0.00
0.00 0.00 0.00
0.00 0.00 0.00
-0.01 0.01 -0.02
0.07 1.01 0.08

Output
- Frontier orbital gap: 0.274 hartree
- LUMO level: -0.186 eV

Q: Which calculated total energy values were calculated for the entries above? A: -33304.935; -17599.042; -80362.655; -13180.365; -28302.602; -155626.630, in eV.
Q: Which molar mass values were calculated for the entries above? A: 165.023; 90.513; 924.917; 164.272; 273.010; 723.129, in g mol⁻¹.
Q: Which energy above the lowest of the compared OMol25 structures with the same formula, charge and spin values were calculated for the entries above? A: 2.478; 3.348; 3.245; 2.346; 2.570; 0.000, in eV.